C24H57BFKN7Na2O13P | ωB97M-V with the def2-TZVPD basis set

XYZ file:
```
107
C24H57BFKN7Na2O13P, DFT ωB97M-V with the def2-TZVPD basis set
K 2.87 -0.74 -3.25
P -2.30 -4.18 3.51
Na -2.50 0.21 3.78
Na 4.98 -1.33 -5.79
F -0.35 -2.81 -1.05
O 1.92 0.95 -2.42
O 1.66 0.16 -8.70
O -1.26 -5.24 3.10
O 1.87 0.78 4.94
O -4.40 3.37 -10.76
O 0.80 1.81 -0.59
O -3.30 2.83 -8.92
O 2.32 9.70 4.60
O 0.76 5.66 3.59
O 1.76 7.81 5.77
O 3.84 8.47 5.43
O 0.37 -0.23 6.33
O 5.44 -1.46 2.29
N 2.82 2.56 1.60
N -3.52 -5.00 2.52
N 1.71 1.72 -6.69
N 0.46 -1.45 -2.88
N -3.50 -2.95 3.97
N -2.35 -4.80 5.11
N -3.78 2.58 -10.03
C 2.54 8.65 5.27
C 2.23 3.60 0.93
C -4.52 -5.92 3.06
C -0.02 -0.43 -1.85
C 0.11 4.45 3.95
C 1.78 2.36 -2.84
C 2.35 3.68 -0.71
C -3.58 1.19 -10.54
C 0.85 2.25 -4.23
C 1.65 1.25 -5.25
C 2.23 0.61 -7.58
C -3.05 -1.87 4.85
C 0.40 2.30 -7.18
C -0.88 1.29 -7.08
C 2.81 0.33 3.96
C -2.96 -5.72 1.34
C -3.50 -5.05 5.97
C -4.94 -2.92 3.77
C 3.69 -0.09 -7.15
C 3.14 -1.09 4.35
C 1.05 2.97 -1.48
C 1.27 -0.30 5.52
C 1.85 -1.57 4.97
C -1.18 -4.45 5.92
B 1.18 0.50 -1.22
H -0.85 0.28 -2.32
H -3.75 -5.94 0.61
H -5.21 -5.44 3.75
H 1.78 -0.26 -0.56
H -0.25 -4.73 5.40
H -5.46 -3.52 4.53
H 3.47 -1.70 3.50
H 0.10 3.32 -6.69
H 1.10 6.05 4.41
H 2.75 2.94 -3.19
H -4.05 1.11 -11.53
H 1.69 4.42 1.58
H 3.93 -1.09 5.10
H -0.14 1.72 -3.91
H 6.34 -1.52 2.65
H -0.56 -1.06 -1.00
H -5.17 -6.31 2.27
H -5.23 -3.25 2.77
H -1.16 -4.98 6.88
H -2.21 -5.11 0.82
H 0.82 3.78 4.43
H 0.56 2.53 -8.34
H -0.71 0.32 -6.45
H 4.28 -0.40 -8.13
H 1.26 0.14 -5.15
H -3.67 -0.97 4.76
H -0.30 -2.17 -3.01
H -1.13 0.92 -8.19
H -4.05 -6.78 3.56
H 3.29 3.02 -1.02
H -4.05 0.51 -9.83
H 1.34 -1.94 -2.55
H 0.21 3.78 -1.62
H 2.03 -2.30 5.76
H 4.04 9.28 4.93
H -3.20 -5.62 6.86
H -1.85 1.89 -6.75
H -1.13 -3.38 6.13
H -2.51 1.02 -10.61
H 1.17 -1.98 4.22
H 2.34 0.39 2.97
H -4.24 -5.68 5.51
H -0.72 4.67 4.63
H 5.25 -0.51 2.32
H -3.98 -4.14 6.32
H -3.08 -2.17 5.90
H -0.28 3.98 3.04
H 4.28 0.72 -6.52
H 3.69 0.97 3.97
H 3.55 -1.07 -6.52
H 0.72 3.35 -4.60
H 2.55 4.78 -1.11
H 2.78 1.22 -4.87
H -2.50 -6.67 1.62
H -5.35 -1.91 3.86
H -2.03 -1.58 4.59
H 2.67 2.64 2.64
```

Values from the calculation:
Total energy ... -3699.992964 Ha
2S+1 ... 1
E_LUMO ... -3.86 eV
Highest occupied orbital energy ... -5.53 eV
Maximum force ... 0.18013 Eh/bohr

These are the Mulliken partial charges, in e, on atoms 1 to 99:
1. K 1.04
2. P 0.72
3. Na 0.95
4. Na 0.91
5. F -0.90
6. O -0.46
7. O -0.56
8. O -0.72
9. O -0.31
10. O -0.51
11. O -0.35
12. O -0.48
13. O -0.77
14. O -0.46
15. O -0.82
16. O -0.49
17. O -0.66
18. O -0.65
19. N -0.56
20. N 0.07
21. N 0.06
22. N -0.54
23. N 0.36
24. N 0.09
25. N 0.82
26. C 0.76
27. C -0.14
28. C -1.20
29. C -0.46
30. C -0.52
31. C -0.62
32. C -0.59
33. C -0.66
34. C -0.47
35. C -0.37
36. C 0.44
37. C -0.91
38. C -0.56
39. C -0.48
40. C -0.38
41. C -1.09
42. C -0.81
43. C -0.92
44. C -0.74
45. C -0.69
46. C 0.36
47. C 0.32
48. C -0.04
49. C -1.03
50. B 0.26
51. H 0.07
52. H 0.31
53. H 0.29
54. H -0.29
55. H 0.28
56. H 0.32
57. H 0.46
58. H 0.30
59. H 0.29
60. H 0.21
61. H 0.32
62. H 0.35
63. H 0.25
64. H 0.07
65. H 0.31
66. H 0.29
67. H 0.41
68. H 0.29
69. H 0.38
70. H 0.42
71. H 0.23
72. H 0.35
73. H 0.27
74. H 0.32
75. H 0.20
76. H 0.37
77. H 0.27
78. H 0.01
79. H 0.34
80. H 0.13
81. H 0.27
82. H 0.09
83. H 0.20
84. H 0.31
85. H 0.32
86. H 0.40
87. H 0.21
88. H 0.32
89. H 0.24
90. H 0.07
91. H 0.24
92. H 0.18
93. H 0.35
94. H 0.33
95. H 0.23
96. H 0.22
97. H 0.16
98. H 0.39
99. H 0.44